[1]
A structure of composition C43H32AgNO4P2S, computed with wB97M-V/def2-TZVPD.

E_LUMO, eV: 0.515
ΔE to the lowest compared entry with this formula, charge and spin, kJ/mol: 1.4

Each line ends with the Mulliken charge.
Element x y z (Å)
Ag  -0.49197  1.33875  0.01688  -0.405
O  -1.93972  -1.93120  -0.26549  0.099
C  -3.25746  -1.55981  -0.35369  0.747
C  -4.31290  -2.17653  0.29500  -0.975
C  -5.60408  -1.71304  0.05612  -0.753
C  -5.83413  -0.66026  -0.81217  -0.950
C  -4.75570  -0.02483  -1.41898  -0.643
C  -3.45755  -0.45190  -1.18234  -0.180
P  -1.96403  0.43624  -1.73098  1.788
C  -1.11206  -0.74196  -2.81570  0.043
C  -1.80747  -1.59757  -3.66671  -0.006
C  -1.11787  -2.49691  -4.46551  -0.817
C  0.27082  -2.54889  -4.41533  -0.585
C  0.96914  -1.70168  -3.56772  -0.509
C  0.27806  -0.80051  -2.76812  -0.425
C  -2.60469  1.74475  -2.83150  0.538
C  -3.17507  2.86967  -2.23218  -0.316
C  -3.65478  3.91455  -3.00430  -0.716
C  -3.54824  3.85950  -4.38919  -0.518
C  -2.96370  2.75778  -4.99202  -0.750
C  -2.49711  1.70158  -4.21726  -0.237
C  -1.45592  -2.90642  0.57628  -1.012
C  -1.95459  -4.20273  0.53279  -0.252
C  -1.41188  -5.16180  1.37086  -0.744
C  -0.37488  -4.83023  2.23481  -0.828
C  0.14156  -3.54597  2.22116  -0.246
C  -0.37210  -2.56102  1.37361  0.429
P  0.41851  -0.90192  1.25329  0.923
C  2.01260  -1.25530  0.43605  1.354
C  2.51526  -2.51748  0.13670  -0.589
C  3.71857  -2.64692  -0.54718  -0.718
C  4.42578  -1.52010  -0.94318  -0.670
C  3.92299  -0.25447  -0.66658  -0.453
C  2.72172  -0.12775  0.01154  -0.357
C  0.86994  -0.63716  3.00921  0.535
C  -0.16062  -0.34819  3.90208  -0.442
C  0.11346  -0.10276  5.23576  -0.659
C  1.42771  -0.12792  5.69277  -0.548
C  2.45824  -0.40534  4.80961  -0.733
C  2.17997  -0.66310  3.47051  -0.302
H  -4.14875  -2.99536  0.97789  0.612
H  -6.43415  -2.19346  0.55872  0.389
H  -6.84237  -0.31843  -1.00238  0.431
H  -4.92345  0.82775  -2.06499  0.451
H  -2.89125  -1.56733  -3.69567  0.515
H  -1.66201  -3.16100  -5.12503  0.431
H  0.80742  -3.25461  -5.03687  0.404
H  2.04991  -1.74201  -3.52161  0.451
H  0.82793  -0.14286  -2.10269  0.415
H  -3.23007  2.93604  -1.15073  0.396
H  -4.09256  4.78145  -2.52684  0.407
H  -3.90770  4.68221  -4.99381  0.389
H  -2.86378  2.71786  -6.06909  0.407
H  -2.03813  0.84876  -4.70000  0.324
H  -2.74577  -4.45120  -0.16063  0.646
H  -1.79807  -6.17281  1.34401  0.420
H  0.03956  -5.57421  2.90203  0.440
H  0.96502  -3.29076  2.87818  0.499
H  1.97019  -3.40885  0.42050  0.349
H  4.09758  -3.63472  -0.77777  0.383
H  5.35889  -1.62767  -1.48177  0.346
H  4.44178  0.63521  -0.99965  0.501
H  2.31770  0.86375  0.18083  0.059
H  -1.18450  -0.29674  3.54764  0.443
H  -0.69406  0.12524  5.91956  0.405
H  1.64381  0.07354  6.73432  0.378
H  3.48302  -0.42573  5.15870  0.436
H  2.99259  -0.87529  2.78640  0.431
O  1.92488  4.94688  -1.10146  -0.686
S  2.29275  3.70225  -0.49182  0.986
O  3.02279  2.74559  -1.28423  -0.614
N  1.02410  2.98118  0.23451  -0.738
C  1.16066  2.92128  1.58579  0.787
O  0.34383  2.36445  2.31905  -0.603
C  2.44905  3.50790  2.06976  0.476
C  2.94571  3.53269  3.35815  -0.531
C  4.20495  4.08730  3.55465  -0.650
C  4.93776  4.59384  2.48160  -0.396
C  4.43869  4.55405  1.18380  -0.764
C  3.18539  3.99909  1.01150  0.085
H  2.35910  3.12502  4.17177  0.533
H  4.62859  4.12420  4.54995  0.393
H  5.91696  5.01931  2.66107  0.395
H  5.01021  4.93503  0.34776  0.452


[2]
A cluster of 2 separate species, C2H5NS in total, computed with wB97M-V/def2-TZVPD.

E_LUMO, eV: 0.481
SMILES: C#C.NS
ΔE to the lowest compared entry with this formula, charge and spin, kJ/mol: 327.8

Each line ends with the Mulliken charge.
Element x y z (Å)
C  -2.30127  -1.16331  -1.62393  -0.213
C  -1.34048  -0.91035  -0.97314  -0.607
H  -3.03233  -1.53199  -2.29011  0.361
H  -0.41780  -0.76272  -0.54580  0.501
N  0.84108  0.43417  0.65709  -0.603
S  2.30179  1.45528  0.53650  -0.141
H  0.16896  0.69921  1.31859  0.248
H  1.17874  -0.51391  0.89286  0.304
H  2.72529  0.57651  -0.52977  0.151


[3]
A structure of composition C9H27B2NORb, computed with wB97M-V/def2-TZVPD.

E_LUMO, eV: 2.042
Charge: -1

Each line ends with the Mulliken charge.
Element x y z (Å)
Rb  4.37261  18.68647  2.48954  0.258
B  2.51509  17.07046  2.10953  0.793
H  2.09852  16.09389  2.30196  -0.294
H  2.02926  17.37925  1.19692  -0.354
H  2.44480  17.83708  2.86557  -2.525
H  3.57247  16.88541  2.00029  -0.263
B  3.98383  19.99087  0.49452  1.012
H  3.36386  20.41546  -0.27982  -0.318
H  5.01435  19.81259  0.22901  -0.360
H  4.05247  20.58282  1.39403  -0.414
H  3.47952  19.10003  0.83556  -0.309
C  4.12244  18.22545  6.57342  -1.829
C  3.63460  18.86079  5.23288  2.418
C  2.60459  19.95442  5.50752  -0.992
C  3.17003  21.25786  6.11507  -0.764
C  4.31611  21.73417  5.21604  -1.226
C  5.47172  20.66548  4.97497  1.082
N  4.89589  19.39291  4.52609  0.638
O  5.83243  18.42611  4.13254  -0.502
C  6.32923  21.20420  3.80403  -2.045
C  6.33413  20.65543  6.23558  -1.557
C  2.87392  17.78586  4.33562  -3.029
H  3.27336  17.96748  7.20635  0.383
H  4.80568  17.40267  6.36290  0.350
H  4.59268  19.01995  7.15285  0.412
H  1.89734  20.14836  4.70112  0.367
H  1.90562  19.55045  6.23989  0.362
H  2.38451  21.99648  6.27477  0.435
H  3.57180  21.10284  7.11639  0.304
H  4.82459  22.58063  5.67762  0.456
H  3.80207  22.14811  4.34856  0.405
H  7.09588  20.51381  3.45231  0.372
H  6.87657  22.08381  4.14286  0.464
H  5.76317  21.51598  2.92627  0.410
H  6.94166  19.76485  6.39643  0.280
H  5.77305  20.91364  7.13369  0.340
H  7.19396  21.32246  6.29778  0.427
H  2.03773  17.29591  4.83446  0.269
H  2.49558  18.32070  3.46447  2.372
H  3.57437  17.00807  4.03148  0.816
H  6.40090  18.33648  4.90092  0.361


Table of maximum force (eV Å⁻¹), in record order: 0.59; 2.69; 8.04
Table of HOMO level (eV), in record order: -7.93; -8.80; -3.09
Table of energy (Eh), in record order: -3241.4331; -532.0177; -562.3341